No. 1
Density functional theory data (ωB97M-V with the def2-TZVPD basis set) for a structure of composition C42H27BiClF10I2N9O2.

Properties
- LUMO: -3.34 eV
- E_HOMO: -7.056 eV

CARTESIAN COORDINATES (ANGSTROEM)
Bi1 12.03 9.71 15.05
C1 10.27 13.03 15.53
N1 11.49 12.28 15.79
C2 11.88 12.28 17.17
C3 11.20 11.17 17.93
N2 11.37 9.82 17.38
C4 10.70 8.83 18.03
C5 10.20 7.76 17.29
F1 10.70 7.75 16.04
C6 9.18 6.92 17.68
F2 8.67 5.96 16.93
C7 8.73 6.90 19.01
F3 7.68 6.17 19.44
C8 9.48 7.66 19.94
F4 9.44 7.34 21.28
C9 10.28 8.73 19.44
F5 10.71 9.70 20.32
C10 12.49 13.02 14.87
C11 13.88 12.51 14.71
N3 13.94 11.04 14.79
C12 15.10 10.47 14.51
C13 15.76 10.65 13.30
F6 15.18 11.19 12.18
C14 17.11 10.38 13.06
F7 17.71 10.63 11.88
C15 17.86 9.64 14.08
F8 19.14 9.38 13.90
C16 17.16 9.28 15.20
F9 17.74 8.59 16.24
C17 15.71 9.46 15.51
F10 14.34 8.07 16.82
H1 10.44 14.13 15.70
H2 9.42 12.62 16.05
H3 10.02 12.92 14.52
H4 11.63 13.22 17.58
H5 12.97 12.20 17.28
H6 10.15 11.50 18.12
H7 11.73 11.23 18.89
H8 12.63 14.07 15.15
H9 12.09 12.92 13.86
H10 14.62 12.91 15.53
H11 14.31 12.81 13.72
C18 7.13 10.20 12.90
C19 8.11 10.02 13.85
N4 9.41 9.75 13.52
C20 9.57 9.19 12.29
C21 8.61 9.57 11.32
N5 7.41 10.05 11.56
C22 10.75 8.52 11.88
C23 11.06 8.34 10.54
C24 12.25 7.73 10.16
C25 13.07 7.24 11.25
C26 12.81 7.62 12.58
N6 11.68 8.28 12.86
C27 13.72 7.20 13.64
C28 14.54 6.06 13.55
N7 15.58 5.99 14.41
C29 15.78 6.86 15.34
C30 14.93 8.04 15.56
N8 13.84 8.09 14.62
C31 12.70 7.47 8.79
C32 13.50 6.38 8.40
C33 13.57 6.09 7.04
N9 12.97 6.87 6.13
C34 12.41 8.01 6.54
C35 12.28 8.40 7.87
H12 6.10 10.48 13.11
H13 7.80 10.07 14.87
H14 8.78 9.37 10.21
H15 10.48 8.81 9.77
H16 14.01 6.83 10.96
H17 14.40 5.21 12.87
H18 16.65 6.85 15.98
H19 15.65 9.89 16.52
H20 14.17 5.83 9.08
H21 14.16 5.31 6.63
H22 11.97 8.56 5.78
H23 11.91 9.42 8.07
I1 12.32 15.46 10.46
I2 9.49 15.84 11.04
Cl1 20.17 11.86 9.73
C36 18.62 12.68 9.72
C37 18.14 13.58 10.66
C38 16.93 14.16 10.41
C39 16.07 13.81 9.37
C40 16.55 12.87 8.47
C41 17.83 12.34 8.56
C42 14.69 14.35 9.26
O1 13.91 14.08 8.35
O2 14.41 15.21 10.22
H24 18.75 13.82 11.54
H25 16.57 14.96 11.02
H26 15.82 12.58 7.71
H27 18.22 11.63 7.77

No. 2
Density functional theory data (ωB97M-V with the def2-TZVPD basis set) for a structure of composition C42H27F5N3NiOSb.

Properties
- LUMO (spin up / spin down): -0.34 / -0.34 eV
- E_HOMO (spin up / spin down): -7.178 / -7.169 eV

CARTESIAN COORDINATES (ANGSTROEM)
Ni1 1.63 -0.04 0.14
C1 1.31 4.12 0.36
C2 1.54 2.82 -0.13
N1 1.42 1.77 0.65
C3 1.08 1.92 1.96
C4 0.87 3.18 2.53
C5 0.98 4.30 1.68
C6 0.56 3.25 3.91
C7 0.50 2.09 4.63
C8 0.70 0.82 4.06
C9 0.96 0.70 2.71
N2 1.14 -0.40 1.92
C10 0.93 -1.72 2.20
C11 0.42 -2.34 3.33
C12 0.26 -3.74 3.36
C13 0.59 -4.55 2.31
C14 1.09 -3.96 1.12
C15 1.41 -4.68 -0.05
C16 1.83 -4.01 -1.17
C17 1.95 -2.61 -1.13
N3 1.69 -1.92 -0.04
C18 1.26 -2.57 1.09
H1 1.41 4.96 -0.31
H2 1.83 2.62 -1.15
H3 0.81 5.29 2.08
H4 0.38 4.21 4.38
H5 0.28 2.14 5.70
H6 0.65 -0.05 4.70
H7 0.11 -1.77 4.18
H8 -0.14 -4.19 4.27
H9 0.46 -5.62 2.37
H10 1.31 -5.76 -0.06
H11 2.06 -4.53 -2.08
H12 2.24 -2.03 -2.00
C19 -4.61 -3.53 -1.22
C20 -4.89 -2.28 -1.76
C21 -3.96 -1.26 -1.67
C22 -2.73 -1.47 -1.04
C23 -2.46 -2.73 -0.51
C24 -3.39 -3.75 -0.59
Sb1 -1.24 0.04 -0.76
C25 -2.37 1.20 0.64
C26 -3.25 2.22 0.30
C27 -3.93 2.93 1.28
C28 -3.74 2.61 2.62
C29 -2.88 1.58 2.97
C30 -2.20 0.88 1.99
C31 -1.60 1.21 -2.52
C32 -1.86 0.61 -3.75
C33 -1.94 1.38 -4.90
C34 -1.77 2.75 -4.84
C35 -1.51 3.36 -3.62
C36 -1.42 2.59 -2.47
H13 -5.34 -4.33 -1.29
H14 -5.84 -2.10 -2.24
H15 -4.20 -0.28 -2.07
H16 -1.51 -2.92 -0.02
H17 -3.17 -4.72 -0.17
H18 -3.41 2.47 -0.75
H19 -4.61 3.72 1.00
H20 -4.27 3.17 3.39
H21 -2.73 1.33 4.02
H22 -1.53 0.08 2.28
H23 -1.98 -0.47 -3.81
H24 -2.14 0.89 -5.85
H25 -1.84 3.35 -5.74
H26 -1.37 4.43 -3.57
H27 -1.21 3.08 -1.52
F1 7.76 -0.98 -2.05
C37 6.47 -0.65 -1.91
C38 6.03 0.04 -0.80
F2 6.90 0.39 0.15
C39 4.70 0.37 -0.66
F3 4.34 1.07 0.43
C40 3.72 0.04 -1.62
O1 2.45 0.35 -1.53
C41 4.22 -0.66 -2.73
F4 3.36 -1.03 -3.70
C42 5.55 -1.00 -2.88
F5 5.94 -1.67 -3.97

No. 3
Density functional theory data (ωB97M-V with the def2-TZVPD basis set) for a structure of composition C42H28Br2F4N2PS2Ti.

Properties
- LUMO: -3.91 eV
- E_HOMO: -10.129 eV
- Charge: +1

CARTESIAN COORDINATES (ANGSTROEM)
Ti1 -0.75 0.66 0.44
F1 2.07 -5.42 -4.21
C1 1.76 -4.26 -3.66
C2 2.55 -3.15 -3.89
F2 3.61 -3.24 -4.67
C3 2.21 -1.94 -3.31
F3 3.02 -0.92 -3.60
C4 1.12 -1.79 -2.48
P1 0.80 -0.14 -1.69
C5 2.33 0.15 -0.73
C6 3.56 0.58 -1.23
C7 4.64 0.74 -0.38
C8 4.51 0.48 0.98
C9 3.29 0.06 1.50
C10 2.21 -0.10 0.64
C11 0.80 0.91 -3.19
C12 1.59 2.04 -3.36
C13 1.47 2.79 -4.52
C14 0.55 2.43 -5.50
C15 -0.26 1.31 -5.32
C16 -0.13 0.55 -4.16
C17 0.31 -2.93 -2.29
Br1 -1.31 -2.90 -1.35
C18 0.65 -4.14 -2.86
F4 -0.11 -5.21 -2.68
H1 3.68 0.79 -2.28
H2 5.59 1.08 -0.78
H3 5.36 0.60 1.64
H4 3.18 -0.16 2.55
H5 1.27 -0.45 1.06
H6 2.30 2.33 -2.61
H7 2.09 3.67 -4.66
H8 0.46 3.02 -6.40
H9 -0.98 1.03 -6.08
H10 -0.76 -0.32 -4.02
S1 -3.00 1.21 0.12
C19 -3.20 2.39 1.43
C20 -4.44 3.03 1.51
C21 -4.71 3.93 2.53
C22 -3.75 4.19 3.49
C23 -2.51 3.57 3.42
C24 -2.22 2.68 2.38
S2 -0.58 1.98 2.36
H11 -5.20 2.80 0.77
H12 -5.68 4.42 2.57
H13 -3.95 4.88 4.30
H14 -1.75 3.77 4.16
N1 -0.96 -0.88 1.29
C25 -1.04 -1.91 2.05
C26 -2.30 -2.66 2.18
C27 -3.39 -2.32 1.37
C28 -4.58 -3.02 1.47
C29 -4.69 -4.07 2.38
C30 -3.63 -4.40 3.21
C31 -2.43 -3.69 3.11
C32 0.16 -2.32 2.82
C33 0.80 -1.41 3.66
C34 1.97 -1.78 4.32
C35 2.52 -3.04 4.11
C36 1.90 -3.94 3.26
C37 0.71 -3.59 2.62
H15 -3.31 -1.48 0.70
H16 -5.42 -2.76 0.84
H17 -5.62 -4.63 2.45
H18 -3.72 -5.19 3.93
H19 -1.61 -3.94 3.77
H20 0.37 -0.43 3.81
H21 2.45 -1.07 4.99
H22 3.44 -3.32 4.61
H23 2.32 -4.92 3.09
H24 0.22 -4.29 1.96
Br2 1.18 6.60 -2.47
C38 0.66 4.97 -1.70
C39 -0.50 4.35 -2.10
C40 -0.81 3.13 -1.55
N2 -0.05 2.52 -0.63
C41 1.07 3.16 -0.23
C42 1.46 4.38 -0.73
H25 -1.15 4.80 -2.84
H26 -1.71 2.61 -1.84
H27 1.66 2.68 0.53
H28 2.36 4.85 -0.37